*one*
Computed, not measured: a structure of composition C4H9F, with ωB97M-V/def2-TZVPD.

## Properties
HOMO, eV: -11.12
Frontier orbital gap, eV: 12.00

Each line ends with the natural charge from an NBO analysis.
Cartesian coordinates (Å):
C1 0.493 -1.204 0.921  -0.618
C2 0.448 0.044 0.053  -0.408
C3 0.884 1.230 0.893  -0.623
C4 -0.814 0.357 -0.461  0.067
H1 0.589 -0.780 2.374  0.235
H2 1.612 -1.923 0.660  0.236
H3 -0.555 -1.805 0.333  0.251
H4 1.026 0.162 -0.801  0.235
H5 0.234 1.558 1.781  0.220
H6 1.090 2.294 0.373  0.212
H7 1.978 1.129 1.101  0.227
H8 -0.946 1.481 -0.672  0.190
H9 -1.576 0.090 0.385  0.160
F1 -1.058 -0.530 -1.552  -0.384

*two*
Computed, not measured: the molecule C4H9F, with ωB97M-V/def2-TZVPD.

## Properties
HOMO, eV: -11.32
Structure (SMILES): CC[C@@H](C)F
Frontier orbital gap, eV: 12.46

Each line ends with the natural charge from an NBO analysis.
Cartesian coordinates (Å):
C1 0.869 -2.019 -0.172  -0.612
C2 0.981 -0.361 0.105  -0.429
C3 -0.325 0.460 0.384  0.209
C4 -0.256 1.990 0.219  -0.653
H1 1.928 -2.434 -0.451  0.207
H2 0.555 -2.658 0.651  0.210
H3 0.301 -2.247 -1.083  0.220
H4 1.750 -0.066 0.984  0.212
H5 1.325 0.083 -0.863  0.205
H6 -0.758 0.270 1.325  0.155
H7 -1.206 2.231 0.617  0.228
H8 0.405 2.481 0.962  0.218
H9 0.119 2.316 -0.815  0.225
F1 -1.337 -0.044 -0.505  -0.397

*three*
Computed, not measured: a cluster of 2 separate species, C4H9F in total, with ωB97M-V/def2-TZVPD.

## Properties
HOMO, eV: -9.24
Structure (SMILES): C=CC.CF
Frontier orbital gap, eV: 10.40

Each line ends with the natural charge from an NBO analysis.
Cartesian coordinates (Å):
C1 1.381 -1.155 0.414  -0.656
C2 1.021 0.278 0.197  -0.113
C3 1.276 1.073 -0.905  -0.442
C4 -2.436 0.162 0.061  -0.123
F1 -1.802 -0.561 1.040  -0.375
H1 1.684 -1.484 -0.598  0.209
H2 2.071 -1.325 1.160  0.223
H3 0.527 -1.614 0.790  0.227
H4 -3.407 -0.184 -0.083  0.162
H5 0.685 0.829 1.000  0.177
H6 1.502 2.077 -0.795  0.196
H7 1.771 0.619 -1.792  0.175
H8 -2.324 1.200 0.466  0.170
H9 -1.950 0.084 -0.955  0.168

Consider the structures shown above. The most stable of them is *two*.